Run a
# C6H11N

C6H11N in the gas phase (the ωB97M-V functional and the def2-TZVPD basis, OMol25).

Structure (XYZ):
```
18
Properties=species:S:1:pos:R:3:lowdin_charge:R:1
C 0.7899 -1.8633 -1.8506 0.012
C 0.0139 -0.8694 -1.3278 -0.135
C 0.4175 -0.1539 -0.0414 -0.231
N 1.8930 -0.0336 0.2537 0.048
C -0.6153 0.6326 0.5230 -0.271
C -0.3596 1.9098 1.3634 -0.071
C -2.0409 0.1487 0.6515 -0.081
H 0.6992 -2.1142 -2.8756 0.037
H 1.5886 -2.2002 -1.2004 0.036
H -0.9765 -0.6645 -1.7429 0.083
H 2.4889 -0.9724 0.2184 0.122
H 2.0601 0.4405 1.1160 0.038
H 0.5548 2.3950 1.2889 0.037
H -0.4520 1.7383 2.4173 0.065
H -1.1339 2.6827 1.2210 0.081
H -2.3202 -0.5408 1.4864 0.094
H -2.7180 0.9560 0.7809 0.046
H -2.2752 -0.3120 -0.3950 0.092
```

Summary:
HOMO-LUMO gap: 8.491 eV
LUMO energy: 0.96 eV
SMILES string: C=CC(N)=C(C)C
Net charge: 0

Run b
# C6H11N

C6H11N in the gas phase (the ωB97M-V functional and the def2-TZVPD basis, OMol25).

Structure (XYZ):
```
18
Properties=species:S:1:pos:R:3:lowdin_charge:R:1
C 1.9190 -2.2603 0.1833 -0.002
N 2.4990 -1.1019 -0.0135 -0.029
C 1.7603 0.0638 -0.1267 -0.192
C 0.7724 0.4843 -1.0766 -0.073
C -0.1806 1.5397 -0.4838 -0.221
C -1.6580 0.9509 -0.2396 -0.270
C -1.7200 -0.2116 0.7703 -0.130
H 1.0197 -2.4461 0.7145 0.051
H 2.7319 -3.0484 0.1301 0.082
H 1.9802 0.8460 0.6208 0.104
H 0.6976 -0.0144 -2.0353 0.089
H -0.4109 2.4045 -1.1462 0.095
H 0.0570 1.9176 0.5552 0.113
H -2.0910 0.6882 -1.2500 0.108
H -2.3905 1.6708 0.0963 0.083
H -2.6790 -0.6953 0.8644 0.053
H -0.8436 -0.9410 0.6266 0.059
H -1.4637 0.1532 1.8101 0.081
```

Summary:
HOMO-LUMO gap: 8.783 eV
LUMO energy: 0.62 eV
SMILES string: C=N/C=C/CCC
Net charge: 0

Run c
# C6H11N

C6H11N in the gas phase (the ωB97M-V functional and the def2-TZVPD basis, OMol25).

Structure (XYZ):
```
18
Properties=species:S:1:pos:R:3:lowdin_charge:R:1
H -0.9063 2.5390 0.1731 0.037
N 0.0666 2.2950 0.3371 0.151
C -0.1572 1.0544 0.2049 -0.351
C -1.5802 0.5447 -0.1923 -0.147
C -1.4728 -0.9419 0.0775 -0.207
C -0.0047 -1.2380 -0.2542 -0.176
C 0.7914 -0.1079 0.4086 -0.330
C 2.2280 0.0726 -0.0829 -0.064
H -2.4228 1.0243 0.3418 0.118
H -1.7726 0.7547 -1.2595 0.123
H -1.6605 -1.1109 1.1454 0.116
H -2.1739 -1.5482 -0.4977 0.108
H 0.3117 -2.2275 0.0714 0.113
H 0.1344 -1.1584 -1.3425 0.123
H 0.8238 -0.2928 1.4951 0.152
H 2.8252 -0.8208 0.1428 0.078
H 2.2599 0.2313 -1.1664 0.081
H 2.7100 0.9304 0.3976 0.076
```

Summary:
HOMO-LUMO gap: 10.924 eV
LUMO energy: 1.07 eV
SMILES string: [H]/N=C1\CCC[C@H]1C
Net charge: 0

Run d
# C6H11N

C6H11N in the gas phase (the ωB97M-V functional and the def2-TZVPD basis, OMol25).

Structure (XYZ):
```
18
Properties=species:S:1:pos:R:3:lowdin_charge:R:1
C -0.4737 -0.6179 1.8469 -0.075
C 0.3152 -0.3869 0.5574 -0.341
C -0.1567 -1.3369 -0.5473 -0.144
C -0.0083 0.9966 -0.0605 -0.384
C 1.1371 1.5601 -0.9144 -0.080
C -1.2033 0.7878 -0.9938 -0.023
N -1.1895 -0.5111 -1.2029 -0.032
H -0.2233 0.1338 2.6032 0.078
H -0.2718 -1.6082 2.2712 0.076
H -1.5515 -0.5468 1.6538 0.086
H 1.3883 -0.5052 0.7491 0.135
H -1.8466 -0.9419 -1.8412 0.120
H -0.5797 -2.2734 -0.1676 0.116
H 0.6348 -1.5832 -1.2661 0.115
H -0.2529 1.7282 0.7196 0.126
H 0.8497 2.5137 -1.3671 0.074
H 2.0371 1.7191 -0.3101 0.077
H 1.3952 0.8725 -1.7301 0.078
```

Summary:
HOMO-LUMO gap: 9.085 eV
LUMO energy: 0.97 eV
Net charge: 0

Which is most stable, and by how much? run c, by 0.0415 hartree.

Run a
# C6H11N

C6H11N in the gas phase (the ωB97M-V functional and the def2-TZVPD basis, OMol25).

Structure (XYZ):
```
18
Properties=species:S:1:pos:R:3:lowdin_charge:R:1
C 2.8313 1.1613 0.3263 -0.142
C 1.8282 0.1066 -0.0641 -0.195
C 0.6759 0.2911 -0.8584 -0.128
C -0.6282 -0.0037 -0.3618 -0.248
C -2.0877 0.3871 -0.8753 -0.062
C -0.7715 -1.1057 0.5364 -0.154
N -1.9535 -1.2522 1.2822 0.056
H 2.3999 1.5124 1.2863 0.071
H 3.8738 0.7326 0.6023 0.085
H 2.9122 2.0730 -0.3917 0.099
H 1.9352 -0.9168 0.4352 0.107
H 0.6693 0.7519 -1.9040 0.119
H -2.6855 0.8716 -0.1405 0.055
H -1.9403 1.0494 -1.7539 0.072
H -2.6417 -0.4462 -1.3442 0.076
H -0.0166 -1.8709 0.7445 0.107
H -1.7732 -2.0559 1.8469 0.077
H -2.6277 -1.2856 0.6337 0.006
```

Summary:
HOMO-LUMO gap: 7.073 eV
LUMO energy: 0.49 eV
SMILES string: C/C=C/C(C)=C/N
Net charge: 0

Run b
# C6H11N

A molecular structure, C6H11N (the ωB97M-V functional and the def2-TZVPD basis, OMol25).

Structure (XYZ):
```
18
Properties=species:S:1:pos:R:3:lowdin_charge:R:1
C -1.6149 -0.8643 -0.2005 -0.148
C -0.8411 0.5452 1.3963 -0.169
C 0.7865 1.2430 1.1768 -0.032
C 0.4243 0.7978 -0.2973 -0.362
C 1.0070 -0.4822 -0.5835 -0.310
C 1.3782 -0.6745 -1.8422 -0.041
H -1.0437 -1.5449 0.9328 0.161
H -2.8613 -0.5420 -0.3573 0.141
H -1.0143 -1.4925 -1.2934 0.148
H -0.7013 -0.3508 1.7674 -0.029
H -1.5379 1.2146 2.0169 0.122
H 1.5577 0.7929 1.8658 0.109
H 0.5800 2.2819 1.1463 0.056
H 0.8683 1.7469 -1.0085 0.195
H 1.1775 -1.3557 0.0496 0.113
H 1.0645 -0.0067 -2.7467 0.099
H 1.8583 -1.8413 -1.9419 0.122
N -1.0877 0.5326 -0.0808 -0.175
```

Summary:
HOMO-LUMO gap: 9.926 eV
LUMO energy: 1.01 eV
Net charge: 0

Which is most stable, and by how much? run a, by 0.1565 hartree.

Run a
# C6H11N

2 unconnected molecules or ions with the total composition C6H11N (the ωB97M-V functional and the def2-TZVPD basis, OMol25).

Structure (XYZ):
```
18
Properties=species:S:1:pos:R:3:lowdin_charge:R:1
C 0.1174 -1.3889 0.7936 0.047
C 0.2719 -0.3083 0.0332 -0.395
C -0.6599 0.8770 -0.0127 -0.231
C -1.6054 1.0112 1.1733 -0.108
C 1.4806 -0.1793 -0.8770 -0.169
C 2.4684 0.6667 -0.1951 -0.221
N 3.1895 1.3346 0.4146 0.145
H 0.8237 -2.2146 0.7466 0.074
H -0.7112 -1.4930 1.4872 0.065
H -0.0554 1.7902 -0.1022 0.116
H -1.2336 0.8117 -0.9507 0.112
H -2.2577 0.1373 1.2713 0.070
H -2.2441 1.8916 1.0549 0.073
H -1.0395 1.1218 2.1041 0.084
H 1.2102 0.2894 -1.8320 0.120
H 1.9297 -1.1520 -1.1014 0.120
H -0.8788 -1.5725 -2.4192 0.060
H -0.8684 -1.7163 -1.6886 0.037
```

Summary:
HOMO-LUMO gap: 10.967 eV
LUMO energy: 0.95 eV
SMILES string: C=C(CC)CC#N.[H][H]
Net charge: 0

Run b
# C6H11N

C6H11N in the gas phase (the ωB97M-V functional and the def2-TZVPD basis, OMol25).

Structure (XYZ):
```
18
Properties=species:S:1:pos:R:3:lowdin_charge:R:1
C 2.1697 1.0320 1.1593 -0.040
C 0.9763 1.1050 0.4933 -0.181
C -0.3152 0.4077 0.3888 -0.313
C -1.4635 1.1537 0.0133 -0.128
C -0.2851 -0.9103 -0.0924 -0.318
C 0.7621 -1.2287 -1.1284 -0.033
N -1.3774 -1.7897 0.0128 0.126
H 2.5236 1.9571 1.7064 0.065
H 2.5898 0.1529 1.6177 0.029
H 0.9099 2.1279 0.1019 0.090
H -2.4555 0.8731 0.4637 0.079
H -1.3464 2.2125 0.3356 0.088
H -1.8843 1.0897 -1.0376 0.100
H 0.6278 -2.3807 -1.2410 0.097
H 0.5692 -0.7781 -2.1250 0.099
H 1.6927 -0.9257 -0.5991 0.078
H -2.2405 -1.4117 0.3473 0.081
H -1.4530 -2.6867 -0.4166 0.081
```

Summary:
HOMO-LUMO gap: 7.782 eV
LUMO energy: 0.86 eV
SMILES string: C=C/C(C)=C(\C)N
Net charge: 0

Run c
# C6H11N

C6H11N in the gas phase (the ωB97M-V functional and the def2-TZVPD basis, OMol25).

Structure (XYZ):
```
18
Properties=species:S:1:pos:R:3:lowdin_charge:R:1
C 2.0463 0.9706 -1.1059 -0.115
C 0.7075 0.2563 -1.2771 -0.257
C -0.3323 0.5632 -0.1793 -0.175
C -0.5191 -0.5358 0.8978 -0.361
C -1.8536 -0.3868 1.6425 -0.070
C -0.4285 -1.8641 0.2724 -0.216
N -0.3145 -2.8727 -0.2827 0.158
H 2.7833 0.5745 -1.8125 0.071
H 1.9512 2.0464 -1.2915 0.071
H 2.4507 0.8379 -0.0955 0.073
H 0.2811 0.5219 -2.2508 0.108
H 0.8825 -0.8240 -1.3292 0.084
H -0.0694 1.4909 0.3464 0.118
H -1.3136 0.7377 -0.6358 0.113
H 0.3025 -0.4819 1.6243 0.145
H -1.8983 0.5836 2.1468 0.083
H -2.6899 -0.4451 0.9377 0.086
H -1.9858 -1.1725 2.3924 0.083
```

Summary:
HOMO-LUMO gap: 12.260 eV
LUMO energy: 0.95 eV
SMILES string: CCC[C@@H](C)C#N
Net charge: 0

Run d
# C6H11N

C6H11N in the gas phase (the ωB97M-V functional and the def2-TZVPD basis, OMol25).

Structure (XYZ):
```
18
Properties=species:S:1:pos:R:3:lowdin_charge:R:1
C -0.9942 -2.8488 1.0671 -0.021
C -0.2779 -1.9042 0.4533 -0.196
C -0.5040 -0.4515 0.2594 -0.062
C 0.4266 0.3547 -0.3001 -0.334
C 1.7005 -0.1882 -0.9854 -0.031
N 0.1226 1.6997 -0.5420 -0.097
C -0.5644 2.6463 0.3348 -0.109
H -0.9488 -3.8706 0.7080 0.048
H -1.8480 -2.6212 1.7111 0.050
H 0.6531 -2.3413 0.0995 0.081
H -1.5071 -0.0615 0.4176 0.109
H 2.3353 0.6906 -1.1111 0.072
H 1.5011 -0.5600 -1.9899 0.081
H 2.0622 -0.9942 -0.3673 0.055
H -0.1177 1.8687 -1.5108 0.122
H -0.0129 3.5836 0.2090 0.076
H -1.6433 2.6529 0.1730 0.072
H -0.3830 2.3451 1.3738 0.084
```

Summary:
HOMO-LUMO gap: 8.707 eV
LUMO energy: 0.95 eV
SMILES string: C=C/C=C(\C)NC
Net charge: 0

Which is most stable, and by how much? run c, by 0.0543 hartree.

Run a
# C6H11N

C6H11N in the gas phase (the ωB97M-V functional and the def2-TZVPD basis, OMol25).

Structure (XYZ):
```
18
Properties=species:S:1:pos:R:3:lowdin_charge:R:1
C 0.0637 1.7191 -1.7946 0.004
C 0.9884 1.2998 -0.9385 -0.165
C 0.7877 0.1512 -0.0216 -0.320
C 1.7057 -0.8352 -0.0983 0.051
C -0.1708 0.3054 1.1569 -0.154
C -1.4909 -0.4370 0.9861 -0.292
N -1.3675 -1.8562 0.5814 -0.004
H 0.3597 2.5252 -2.4609 0.050
H -0.9950 1.5074 -1.8190 0.054
H 2.0224 1.6159 -1.0544 0.106
H 1.3773 -1.8639 0.0225 0.061
H 2.6530 -0.6696 -0.5995 0.058
H 0.3698 0.0770 2.0707 0.111
H -0.4184 1.3679 1.2039 0.111
H -1.9545 -0.4989 1.9778 0.105
H -2.1961 0.1499 0.3936 0.100
H -1.2074 -1.8506 -0.4245 0.062
H -2.3150 -2.2092 0.6836 0.061
```

Summary:
HOMO-LUMO gap: 9.385 eV
LUMO energy: 0.88 eV
SMILES string: C=CC(=C)CCN
Net charge: 0

Run b
# C6H11N

C6H11N in the gas phase (the ωB97M-V functional and the def2-TZVPD basis, OMol25).

Structure (XYZ):
```
18
Properties=species:S:1:pos:R:3:lowdin_charge:R:1
C 0.6113 2.0249 -0.7523 -0.106
C 0.5212 0.7334 -1.5461 -0.246
C -0.8725 0.0530 -1.4036 -0.232
C -1.1762 -0.4277 -0.0062 -0.115
C -0.2332 -1.2976 0.5821 -0.204
N 1.0124 -1.2045 1.3502 0.014
C 0.2026 -0.5524 2.1636 -0.123
H 1.6252 2.4230 -0.7406 0.071
H -0.0408 2.7968 -1.1702 0.075
H 0.2497 1.8562 0.2631 0.048
H 0.5876 0.9095 -2.6134 0.102
H 1.1931 -0.0259 -1.1451 0.097
H -1.6413 0.7563 -1.7400 0.103
H -0.9464 -0.7333 -2.1633 0.105
H -1.7942 0.2336 0.5887 0.079
H -0.4160 -2.3730 0.5427 0.135
H 0.0992 0.5406 2.0771 0.104
H -0.0590 -0.9981 3.1262 0.092
```

Summary:
HOMO-LUMO gap: 6.218 eV
LUMO energy: -0.98 eV
Net charge: 0

Which is most stable, and by how much? run a, by 0.1626 hartree.

Run a
# C6H11N

C6H11N in the gas phase (the ωB97M-V functional and the def2-TZVPD basis, OMol25).

Structure (XYZ):
```
18
Properties=species:S:1:pos:R:3:lowdin_charge:R:1
C 0.7481 2.7981 1.3553 -0.016
C 0.6844 1.4646 1.3256 -0.201
C 0.5356 0.7704 0.0408 -0.095
C -0.2364 -0.3191 -0.1886 -0.344
C -0.9617 -1.0706 0.8924 -0.028
N -0.3325 -0.8118 -1.4890 -0.066
C -0.2388 -2.2359 -1.7507 -0.113
H 0.8682 3.2747 2.3252 0.046
H 0.9342 3.3891 0.4706 0.052
H 0.8324 0.8828 2.2249 0.092
H 0.8509 1.3522 -0.8228 0.103
H -2.0183 -0.7836 0.8890 0.093
H -1.0030 -2.1544 0.8036 0.068
H -0.4907 -0.7706 1.8248 0.065
H -0.0226 -0.1846 -2.2031 0.109
H 0.3583 -2.7420 -0.9710 0.077
H 0.3665 -2.4644 -2.6231 0.081
H -1.2064 -2.7165 -1.5969 0.076
```

Summary:
HOMO-LUMO gap: 8.442 eV
LUMO energy: 1.04 eV
SMILES string: C=C/C=C(\C)NC
Net charge: 0

Run b
# C6H11N

C6H11N in the gas phase (the ωB97M-V functional and the def2-TZVPD basis, OMol25).

Structure (XYZ):
```
18
Properties=species:S:1:pos:R:3:lowdin_charge:R:1
C -2.4497 -0.2398 1.8443 -0.010
C -1.5613 0.5254 1.1432 -0.189
C -1.1064 0.1389 -0.2351 -0.235
C 0.3295 -0.0679 -0.4705 -0.295
C 1.1249 1.3118 -0.2080 -0.050
C 1.0276 -1.1621 -0.7380 -0.148
N 2.1377 -1.2422 -1.6764 0.067
H -2.5446 -0.2302 2.9560 0.059
H -2.9272 -1.0440 1.2702 0.047
H -0.9478 1.2451 1.7037 0.096
H -1.7521 -0.7583 -0.5911 0.137
H -1.4693 1.0361 -0.8368 0.129
H 1.5284 1.5451 0.7894 0.073
H 2.0406 1.1863 -0.8179 0.044
H 0.5704 2.1908 -0.6616 0.088
H 0.6799 -2.1534 -0.4240 0.113
H 2.5065 -0.3549 -1.6239 0.011
H 2.8128 -1.9270 -1.4236 0.063
```

Summary:
HOMO-LUMO gap: 8.983 eV
LUMO energy: 0.97 eV
SMILES string: C=CC/C(C)=C/N
Net charge: 0

Which is most stable, and by how much? run a, by 0.0382 hartree.